Computed, not measured: a 2-piece molecular cluster, HINO overall at a distorted geometry, with ωB97M-V/def2-TZVPD.

- Energy relative to the best compared isomer or geometry (same formula, charge and spin): 2.905 eV
- Orbital gap (spin up / spin down): 7.13 / 5.67 eV
- Total charge: -1
- LUMO level (spin up / spin down): 3.9235 / 3.1900 eV
- Calculated total energy: -11651.252 eV

Each atom is followed by the atoms it is bonded to, with distances in Å.
Positions of all 4 atoms, in Å:
1 O 1.4399 0.1499 -0.4837  N4 1.166
2 I -0.9938 1.5848 0.7428  N4 2.322
3 H -0.7376 -1.9837 0.3970  no bonds
4 N 0.2915 0.2490 -0.6561  O1 1.166, I2 2.322

How is the electron density shared among the atoms? According to Mulliken, the charges in e are: atom 1 (O): -0.35, atom 2 (I): -0.62, atom 3 (H): -0.08, atom 4 (N): 0.05